This record from the OMol25 dataset describes a cluster of 2 separate species, C23H33O2Si in total at a distorted geometry. The level of theory is the ωB97M-V functional and the def2-TZVPD basis.

XYZ file:
```
59
Properties=species:S:1:pos:R:3
C -1.628 0.377 4.903
C -0.765 0.091 3.662
C -1.451 0.350 2.353
C -0.899 0.992 1.276
C -1.721 1.869 0.403
O -2.759 -0.025 2.301
Si -3.265 -1.519 1.514
C -4.348 -2.491 2.681
C -4.086 -0.943 -0.056
C -1.757 -2.588 1.232
H -1.120 -0.025 5.788
H -1.766 1.453 5.056
H -2.603 -0.118 4.805
H 0.128 0.725 3.685
H -0.414 -0.954 3.676
H 0.185 1.017 1.190
H -1.107 2.718 0.082
H -2.073 1.356 -0.504
H -2.595 2.291 0.929
H -4.613 -3.441 2.184
H -3.807 -2.737 3.607
H -5.275 -1.964 2.941
H -4.165 -1.804 -0.740
H -5.102 -0.577 0.163
H -3.543 -0.137 -0.571
H -1.968 -3.266 0.392
H -0.860 -2.006 0.987
H -1.528 -3.211 2.110
C 3.467 5.238 -3.928
O 2.123 4.718 -4.132
C 1.641 3.823 -3.228
C 0.365 3.259 -3.481
C -0.052 2.165 -2.765
C 0.823 1.506 -1.843
C 0.438 0.240 -1.323
C 1.292 -0.881 -1.106
C 0.709 -2.187 -1.027
C 1.473 -3.307 -0.765
C 2.851 -3.202 -0.530
C 3.674 -4.387 -0.113
C 3.455 -1.954 -0.708
C 2.713 -0.823 -0.984
C 2.007 2.198 -1.474
C 2.397 3.356 -2.117
H 3.582 5.990 -4.710
H 3.569 5.704 -2.936
H 4.224 4.445 -4.053
H -0.229 3.674 -4.294
H -1.034 1.730 -2.953
H -0.620 -0.008 -1.437
H -0.369 -2.287 -1.188
H 0.997 -4.294 -0.721
H 4.724 -4.085 -0.009
H 3.345 -4.813 0.845
H 3.634 -5.196 -0.854
H 4.543 -1.892 -0.615
H 3.226 0.125 -1.118
H 2.618 1.834 -0.649
H 3.317 3.877 -1.833
```

DFT total energy = -1335.9373 Ha
charge = +1
relative energy (zero: lowest compared OMol25 entry of this formula, charge and spin) = 0.0 kJ/mol
LUMO = -5.276 eV
HOMO-LUMO gap = 5.2021 eV